# 1
Molecular formula: C6H10N3OP
Method: DFT, ωB97M-V/def2-TZVPD

Last column: Mulliken charge in e.
Cartesian coordinates (Å):
C: 1.5530 0.7818 -0.2343  0.65
C: -2.0295 0.3997 0.1213  0.55
C: 0.9027 1.9226 -0.2225  -0.16
C: 3.0928 0.8072 -0.1449  -1.44
C: -3.5985 0.4973 0.2424  -1.31
C: 0.5449 -2.6814 -0.0075  -0.85
N: 1.1356 -0.4981 -0.2164  -0.33
N: -1.6753 1.6377 -0.0377  -0.28
N: 0.0890 -1.3028 -0.1128  0.29
O: -0.5134 2.2432 -0.3021  -0.23
P: -1.5348 -1.2962 0.3962  -0.19
H: 1.2981 2.9333 -0.0960  0.36
H: 3.3854 0.8363 0.9719  0.24
H: 3.6252 1.5552 -0.7682  0.35
H: 3.5164 -0.0855 -0.4307  0.41
H: -4.1469 -0.3694 0.4721  0.48
H: -3.9419 0.7924 -0.7208  0.30
H: -3.8307 1.2589 1.0349  0.27
H: 0.1656 -3.2499 0.8710  0.32
H: 0.3008 -3.3531 -0.8784  0.26
H: 1.6614 -2.8291 0.0626  0.32

The calculation puts the relative energy (zero: lowest compared OMol25 entry of this formula, charge and spin) at 96.4 kcal/mol. The total energy is -22183.7332 eV. Its multiplicity is 1. The value obtained for the gap between HOMO and LUMO (alpha / beta) is 0.2578 / 0.2578 hartree.

=====

# 2
Molecular formula: C6H10N4
Method: DFT, ωB97M-V/def2-TZVPD

Last column: Mulliken charge in e.
Cartesian coordinates (Å):
C: -0.0916 -1.2935 1.2806  -1.22
C: -0.2833 -0.3249 0.0729  0.48
C: 0.8029 -0.6382 -0.9926  -0.76
N: 2.0623 -0.0094 -0.5769  -0.07
C: 2.0341 1.0959 0.1691  -0.09
N: 0.8949 1.7494 0.3916  -0.46
C: -0.2512 1.1655 0.3434  0.55
N: -1.4204 1.6419 -0.0416  0.00
C: -2.2675 0.6573 -0.4293  -0.28
N: -1.6658 -0.4884 -0.4286  -0.11
H: -0.0210 -2.4183 0.9567  0.38
H: -0.9975 -1.0146 1.8145  0.43
H: 0.9190 -1.1130 1.7007  0.35
H: 0.9646 -1.7728 -0.9236  0.40
H: 0.4987 -0.2467 -1.8910  0.40
H: 2.8987 -0.5713 -0.9017  0.32
H: 3.0192 1.5325 0.4340  0.44
H: -1.6789 2.6180 0.1061  0.33
H: -3.2324 0.9223 -0.6883  0.50
H: -2.1851 -1.4919 -0.3958  0.43

Its net charge is +2. The calculation puts the relative energy (zero: lowest compared OMol25 entry of this formula, charge and spin) at 17.5 kcal/mol. The total energy is -12326.0930 eV. Its multiplicity is 1. The value obtained for the gap between HOMO and LUMO is 0.3353 hartree. Its structure (SMILES) is C[C@]12CNC=NC1=[NH+]C=[NH+]2.

=====

# 3
Molecular formula: C6H10N4O2
Method: DFT, ωB97M-V/def2-TZVPD

Last column: Mulliken charge in e.
Cartesian coordinates (Å):
C: 2.0319 0.3176 -1.3224  -0.81
C: 2.2808 -0.5267 -0.2729  -0.20
C: 1.1048 1.2964 -0.8971  0.74
C: 0.9303 1.0293 0.5746  0.36
C: 1.4669 -0.8665 2.0860  -0.98
C: -1.9588 -0.4596 -1.8061  -0.91
N: -2.7366 0.7315 1.3752  -1.01
N: -2.6819 0.2416 0.2287  0.57
N: 1.5694 -0.2335 0.8587  0.18
N: -1.7462 0.2010 -0.5994  -0.15
O: 0.6246 2.2431 -1.4691  -0.59
O: 0.3896 1.6786 1.4669  -0.62
H: 2.4536 0.0082 -2.2171  0.46
H: 3.0407 -1.2644 -0.3006  0.44
H: 0.7495 -1.5468 1.9419  0.43
H: 2.4612 -1.5142 2.2479  0.25
H: 1.2534 -0.2408 2.8944  0.35
H: -2.9930 -0.9318 -1.9351  0.39
H: -1.5954 0.2698 -2.5510  0.23
H: -1.2777 -1.2675 -1.8036  0.25
H: -1.8697 1.1530 1.6900  0.36
H: -3.4975 -0.3182 -0.1901  0.26

The calculation puts the relative energy (zero: lowest compared OMol25 entry of this formula, charge and spin) at 105.3 kcal/mol. The total energy is -16434.8541 eV. Its multiplicity is 1. The value obtained for the gap between HOMO and LUMO is 0.2814 hartree.

=====

> Which of these has the lowest relative energy (zero: lowest compared OMol25 entry of this formula, charge and spin)?

C6H10N4